# 1
Density functional theory data (the ωB97M-V functional and the def2-TZVPD basis) for a molecular structure, C18H22FN3OS.

Positions of all 46 atoms, in Å:
1 S 1.1475 -2.0856 1.4766
2 F 2.4658 4.8434 5.0935
3 O -3.2956 0.0235 -3.6205
4 N 0.2348 0.3684 1.4754
5 N -1.0393 -1.3920 0.3905
6 N -1.6698 -0.7740 -2.3982
7 C -0.5418 -1.9783 -2.0525
8 C 2.9322 2.6171 4.7606
9 C -2.5115 -2.2360 -4.3972
10 C 1.2782 0.1227 2.4146
11 C 2.1152 -0.9322 2.3343
12 C -1.3900 -2.3925 -5.4760
13 C -2.3876 -0.8351 -3.6132
14 C -1.5773 -1.1616 -6.5027
15 C -2.0011 -0.0896 -0.1148
16 C 1.0327 3.6767 3.8395
17 C 2.3012 3.7853 4.4892
18 C -0.4830 -1.1357 -7.3927
19 C 2.7716 1.3554 3.9055
20 C 0.8077 2.4516 3.0294
21 C -1.1135 -2.3528 -0.6576
22 C 0.1427 -0.9679 1.0965
23 C 1.5642 1.4862 3.1691
24 C -1.4337 0.1433 -1.6278
25 H 0.5122 -1.6047 -2.0811
26 H -2.9574 -0.3696 -0.2589
27 H 3.8200 2.8818 5.2688
28 H -2.4765 -1.1358 -6.8075
29 H -0.4245 -2.2349 -4.6799
30 H -0.4426 -3.0797 -0.2036
31 H 3.4103 0.4672 4.1355
32 H -2.0629 1.0293 -2.0842
33 H -0.5816 -2.8356 -2.6706
34 H -0.4276 -2.0516 -8.0938
35 H -1.6886 -0.1815 -5.5954
36 H 0.7508 4.4612 3.4830
37 H 2.8062 -1.0853 2.8355
38 H -1.5775 -3.1723 -5.9188
39 H -0.1364 2.4692 2.4388
40 H -2.1284 -2.9731 -0.5877
41 H -3.7006 -2.2661 -4.7349
42 H 0.5371 -0.8378 -6.8843
43 H -1.9067 0.7124 0.4542
44 H -2.4712 -3.1796 -3.6759
45 H -0.5035 0.6044 -1.6178
46 H -0.3968 -0.3109 -8.0189

Forces on atoms 1 to 3 (eV/Å):
4.869 -4.300 1.203
2.329 5.485 3.112
1.463 -1.113 -1.953

The calculation puts the gap between HOMO and LUMO at 8.3 eV. The multiplicity is 1. The net charge is 0. The maximum force is 16.87 eV/A. The calculation puts the energy above the lowest of the compared OMol25 structures with the same formula, charge and spin at 1509.22 kJ/mol. The value obtained for the HOMO energy is -7.95 eV.


# 2
Density functional theory data (the ωB97M-V functional and the def2-TZVPD basis) for C18H22N2O2S in the gas phase.

Positions of all 45 atoms, in Å:
1 S -3.9503 3.1117 0.4314
2 O -4.7532 0.7510 -0.4166
3 O -0.1800 -0.1460 -0.4721
4 N 0.5291 1.7522 -1.4732
5 N -2.8422 0.6924 0.7105
6 C -3.8392 1.4934 0.2381
7 C 2.9871 0.4529 -0.6178
8 C 2.8647 1.1300 -1.9548
9 C -3.1207 -0.6064 0.3373
10 C 3.0833 -1.0454 -0.6371
11 C -1.7080 1.1802 1.4495
12 C 3.3749 -0.9460 1.8344
13 C -3.0773 -2.9423 0.0114
14 C -4.3317 -0.5470 -0.3658
15 C -4.2795 -2.8775 -0.6820
16 C -0.7450 1.9609 0.5545
17 C -4.9345 -1.6717 -0.8871
18 C 2.9791 0.5268 1.8820
19 C 2.6393 -1.6400 0.6946
20 C 2.9470 1.1399 0.5160
21 C -0.1032 1.0643 -0.4971
22 C -2.4737 -1.8117 0.5373
23 C 1.3983 1.1018 -2.4245
24 H 0.6325 2.7496 -1.3690
25 H 3.1449 -1.4239 2.7888
26 H 3.4780 0.6193 -2.6987
27 H -2.0756 1.8386 2.2430
28 H -4.7146 -3.7837 -1.0738
29 H 2.4622 -1.4417 -1.4424
30 H 0.0461 2.3882 1.1738
31 H -1.2009 0.3176 1.8835
32 H -1.5304 -1.8671 1.0526
33 H 1.0513 0.0703 -2.5090
34 H 1.5643 -1.4855 0.8004
35 H -1.2839 2.7788 0.0734
36 H 1.9820 0.6252 2.3276
37 H 3.1953 2.1689 -1.8855
38 H 3.6694 1.0855 2.5202
39 H 1.3006 1.5965 -3.3942
40 H 2.8711 2.2209 0.4936
41 H 2.8358 -2.7136 0.7103
42 H -2.5976 -3.8998 0.1435
43 H -5.8654 -1.6073 -1.4251
44 H 4.1193 -1.3318 -0.8500
45 H 4.4513 -1.0287 1.6682

Forces on atoms 1 to 3 (eV/Å):
-0.228 0.418 -0.005
-0.042 -0.071 -0.063
0.042 -0.516 0.091

The calculation puts the gap between HOMO and LUMO at 8.6 eV. The multiplicity is 1. The net charge is 0. The maximum force is 1.15 eV/A. The calculation puts the energy above the lowest of the compared OMol25 structures with the same formula, charge and spin at 15.86 kJ/mol. The value obtained for the HOMO energy is -7.97 eV. The structure (SMILES) is O=C(CCn1c(=S)oc2ccccc21)NCCC1=CCCCC1.


# 3
Density functional theory data (the ωB97M-V functional and the def2-TZVPD basis) for C18H22N2O3S in the gas phase.

Positions of all 46 atoms, in Å:
1 S -1.9262 1.5700 0.8004
2 O -3.3363 1.6376 0.5380
3 O 1.9934 3.2104 -1.9253
4 O -1.3431 2.5550 1.6604
5 N -1.6607 0.0869 1.5125
6 N 1.3843 1.5773 -4.1553
7 C 0.0335 -4.3769 5.8457
8 C -0.1819 -1.3219 2.8295
9 C 0.5821 -2.4595 2.6218
10 C 0.5869 1.5481 -3.0279
11 C 0.9135 2.3675 -1.9263
12 C 2.2248 2.7448 -4.2852
13 C 2.9276 2.9655 -2.9476
14 C -0.2789 -0.2400 1.7884
15 C -2.4990 -0.2418 -1.7063
16 C 0.1176 2.3488 -0.7963
17 C -0.9908 1.5255 -0.7254
18 C -1.3232 0.6832 -1.7766
19 C -0.5284 0.7167 -2.9150
20 C 0.6570 -3.4439 3.5933
21 C -0.0358 -3.3174 4.7881
22 C 0.9609 0.9255 -5.3686
23 C -0.8788 -1.1906 4.0254
24 C -0.8071 -2.1762 4.9888
25 H -2.2033 -1.1982 -1.2712
26 H 2.9651 2.5708 -5.0687
27 H -1.4787 -0.3073 4.1816
28 H 0.8258 -0.1410 -5.1886
29 H 0.4031 -3.9561 6.7799
30 H 0.3517 2.9896 0.0371
31 H 0.6925 -5.1873 5.5447
32 H 3.5258 2.0763 -2.7045
33 H 1.2611 -4.3225 3.4157
34 H 3.5789 3.8410 -2.9804
35 H 1.1291 -2.5779 1.6966
36 H -2.8896 -0.4378 -2.7023
37 H 1.6417 3.6431 -4.5387
38 H 1.7411 1.0463 -6.1179
39 H -2.1953 -0.6526 1.0857
40 H 0.1602 0.6886 2.1655
41 H 0.0271 1.3411 -5.7659
42 H -0.9575 -4.7871 6.0364
43 H -0.7998 0.0790 -3.7403
44 H -3.2820 0.1956 -1.0929
45 H 0.2648 -0.5348 0.8773
46 H -1.3532 -2.0635 5.9145

Forces on atoms 1 to 3 (eV/Å):
-0.325 -0.402 0.105
0.168 -0.143 -0.147
-0.361 0.037 0.181

The calculation puts the gap between HOMO and LUMO at 8.5 eV. The multiplicity is 1. The net charge is 0. The maximum force is 0.92 eV/A. The calculation puts the energy above the lowest of the compared OMol25 structures with the same formula, charge and spin at 182.75 kJ/mol. The value obtained for the HOMO energy is -7.96 eV. The structure (SMILES) is Cc1ccc(CNS(=O)(=O)c2cc3c(cc2C)N(C)CCO3)cc1.


# 4
Density functional theory data (the ωB97M-V functional and the def2-TZVPD basis) for C18H22N2S2 in the gas phase.

Positions of all 44 atoms, in Å:
1 S 1.3206 1.7383 1.0048
2 S -0.9295 -2.6374 0.4513
3 N -0.5194 0.5312 -0.4569
4 N 1.5419 -0.5288 -0.3250
5 C -1.7153 -1.6103 -0.7119
6 C 3.4182 1.3846 -1.4730
7 C 3.8378 0.2860 -0.5498
8 C -2.0719 1.0788 1.4273
9 C 5.1770 0.1251 -0.2172
10 C 5.6027 -0.9022 0.6035
11 C -0.9824 -0.4870 -1.3796
12 C 0.7472 0.5264 0.0339
13 C -3.0182 -1.9698 -0.8664
14 C 2.9156 -0.6121 -0.0070
15 C -2.3763 -3.5287 0.7045
16 C -1.4576 1.5032 0.0789
17 C 4.6839 -1.8088 1.1043
18 C 3.3460 -1.6623 0.7965
19 C -2.6740 1.8478 -0.7754
20 C -3.3957 -3.0675 -0.0590
21 C -3.5195 2.6391 0.2182
22 C -3.4103 1.8295 1.5176
23 H 2.5964 1.0631 -2.1109
24 H -4.5507 2.7547 -0.1122
25 H -4.3851 -3.4878 -0.0492
26 H 2.6158 -2.3582 1.1872
27 H 5.8990 0.8197 -0.6221
28 H -1.3995 1.3240 2.2469
29 H 3.0729 2.2427 -0.8957
30 H 5.0060 -2.6227 1.7363
31 H -1.6522 -0.0180 -2.1045
32 H -3.2212 0.9501 -1.0628
33 H 6.6505 -1.0021 0.8447
34 H -0.1186 -0.8656 -1.9363
35 H -0.8802 2.4212 0.2339
36 H -3.4521 2.4775 2.3911
37 H -3.0905 3.6320 0.3562
38 H 4.2526 1.7004 -2.0944
39 H -4.2362 1.1212 1.5893
40 H -2.3735 -4.3380 1.4069
41 H -2.4174 2.4192 -1.6664
42 H -3.6939 -1.4746 -1.5413
43 H -2.2317 0.0000 1.4360
44 H 1.0889 -1.4340 -0.3525

Forces on atoms 1 to 3 (eV/Å):
0.255 0.299 0.473
-0.546 0.169 -0.258
0.440 -0.175 -0.178

The calculation puts the gap between HOMO and LUMO at 8.5 eV. The multiplicity is 1. The net charge is 0. The maximum force is 0.64 eV/A. The calculation puts the energy above the lowest of the compared OMol25 structures with the same formula, charge and spin at 83.30 kJ/mol. The value obtained for the HOMO energy is -7.90 eV. The structure (SMILES) is Cc1ccccc1NC(=S)N(Cc1cccs1)C1CCCC1.


# 5
Density functional theory data (the ωB97M-V functional and the def2-TZVPD basis) for a molecular structure, C18H22N3OPdS3.

Positions of all 48 atoms, in Å:
1 Pd -0.5493 0.4750 -0.2249
2 S 3.9164 -3.0056 0.9938
3 S 0.4946 -2.0966 0.0975
4 S 2.4659 0.3833 -0.1322
5 O -3.1641 3.7194 0.0057
6 N -2.2244 1.6507 -0.0987
7 N 0.2631 2.8437 -0.2060
8 N -2.5314 -1.0594 -0.3445
9 C -3.6426 -0.3549 -0.1374
10 C -0.7351 5.0192 -0.0037
11 C -3.5617 1.1349 -0.0625
12 C 1.5599 -1.9420 -1.3787
13 C 1.6171 4.8207 -0.1755
14 C 1.4511 3.4452 -0.2538
15 C 2.3308 -3.3727 1.8184
16 C 4.2252 -1.2438 1.3552
17 C 4.1280 -0.3297 0.1347
18 C 0.5041 5.6298 -0.0432
19 C -5.0142 -2.3146 -0.1075
20 C -0.8085 3.6369 -0.0879
21 C -2.1673 3.0249 -0.0503
22 C -3.8622 -3.0512 -0.3409
23 C 1.8963 -0.4803 -1.6281
24 C -4.8973 -0.9438 -0.0131
25 C 1.1737 -3.6121 0.8597
26 C -2.6573 -2.3861 -0.4555
27 H 0.5997 6.7049 0.0232
28 H 1.4509 -4.2763 0.0424
29 H -1.7552 -2.9453 -0.6492
30 H 0.9982 0.0753 -1.9454
31 H -5.7591 -0.3100 0.1540
32 H -4.1365 1.5668 -0.8902
33 H 2.0998 -2.5620 2.5066
34 H 2.6413 -0.3751 -2.4154
35 H -1.6571 5.5744 0.0885
36 H 2.3172 2.8148 -0.3642
37 H 4.7883 0.5274 0.2695
38 H 4.4178 -0.8410 -0.7826
39 H 5.2380 -1.2006 1.7545
40 H 2.6141 5.2354 -0.2210
41 H -3.8939 -4.1273 -0.4354
42 H 1.0293 -2.3597 -2.2351
43 H 2.5012 -4.2801 2.3993
44 H 3.5379 -0.9231 2.1355
45 H 2.4595 -2.5200 -1.1868
46 H 0.3397 -4.0640 1.3991
47 H -5.9762 -2.7989 -0.0092
48 H -4.0656 1.4935 0.8416

Forces on atoms 1 to 3 (eV/Å):
-1.235 0.656 0.327
-0.057 0.104 0.177
0.387 -0.536 -0.384

The calculation puts the gap between HOMO and LUMO (alpha / beta) at 8.4 / 5.4 eV. The multiplicity is 3. The net charge is +1. The maximum force is 1.44 eV/A. The value obtained for the HOMO energy (alpha / beta) is -11.24 / -11.22 eV.


Question: What is the multiplicity in the second record?
Answer: 1